(1)
This record from the OMol25 dataset describes a structure of composition C48H55BN4OP2SSi2Sr. The level of theory is ωB97M-V/def2-TZVPD.

```
! RIJCOSX wB97M-V def2-TZVPD def2/J DEFGRID3
* xyz -2 1
Sr 0.080 -0.092 -0.842
C -2.733 -0.784 1.413
P -1.643 -2.260 1.626
C -1.403 -2.191 3.448
C -0.154 -1.769 3.898
C 0.109 -1.662 5.257
C -0.871 -1.988 6.183
C -2.117 -2.418 5.745
C -2.379 -2.516 4.387
C -2.758 -3.704 1.497
C -2.307 -4.949 1.938
C -3.075 -6.087 1.764
C -4.309 -6.008 1.126
C -4.761 -4.781 0.668
C -3.992 -3.639 0.854
C -1.960 0.374 1.989
C -2.386 1.204 3.010
C -1.265 1.989 3.367
C -0.233 1.570 2.543
C 1.184 2.068 2.616
P 2.164 1.770 1.089
C 3.442 3.078 1.257
C 3.385 4.156 0.377
C 4.291 5.204 0.479
C 5.267 5.184 1.463
C 5.336 4.112 2.345
C 4.431 3.068 2.241
C 3.178 0.279 1.433
C 3.778 -0.302 0.315
C 4.576 -1.429 0.436
C 4.770 -2.004 1.684
C 4.150 -1.458 2.800
C 3.358 -0.324 2.675
N -0.641 0.592 1.685
H -3.669 -0.893 1.970
H -2.985 -0.674 0.350
H 0.604 -1.511 3.167
H 1.084 -1.320 5.585
H -0.666 -1.903 7.244
H -2.888 -2.673 6.464
H -3.355 -2.851 4.051
H -1.339 -5.025 2.421
H -2.706 -7.044 2.115
H -4.906 -6.900 0.978
H -5.714 -4.709 0.156
H -4.354 -2.689 0.480
H -3.380 1.222 3.434
H -1.205 2.757 4.126
H 1.710 1.664 3.488
H 1.186 3.155 2.752
H 2.625 4.172 -0.396
H 4.231 6.031 -0.219
H 5.978 5.998 1.542
H 6.101 4.089 3.112
H 4.499 2.224 2.918
H 3.580 0.093 -0.675
H 5.001 -1.876 -0.455
H 5.380 -2.894 1.784
H 4.269 -1.926 3.770
H 2.858 0.071 3.550
O 1.242 -2.015 -0.072
N 1.238 -3.202 -0.619
C 2.283 -4.005 -0.310
C 2.410 -5.270 -0.814
C 1.420 -5.735 -1.679
C 0.368 -4.912 -1.984
C 0.239 -3.608 -1.464
S -1.102 -2.620 -1.900
H 2.983 -3.527 0.358
H 3.276 -5.859 -0.546
H 1.482 -6.723 -2.119
H -0.415 -5.228 -2.658
C -3.647 -0.120 -3.081
Si -2.345 1.118 -3.666
C -3.284 2.169 -4.957
C -1.053 0.173 -4.662
C -1.554 2.049 -2.310
C -0.264 2.654 -2.718
C -0.171 3.783 -3.563
C 1.056 4.307 -3.912
C 2.215 3.703 -3.432
C 2.058 2.598 -2.617
N 0.877 2.103 -2.263
Si -2.511 3.180 -1.239
C -3.267 4.707 -2.114
C -3.988 2.381 -0.384
C -1.407 3.913 0.102
H -4.112 -0.599 -3.949
H -4.438 0.363 -2.502
H -3.216 -0.908 -2.460
H -3.612 1.542 -5.793
H -2.655 2.965 -5.363
H -4.171 2.638 -4.521
H -1.501 -0.233 -5.575
H -0.622 -0.663 -4.105
H -0.223 0.822 -4.957
H -1.085 4.224 -3.938
H 1.111 5.173 -4.563
H 3.203 4.062 -3.687
H 2.924 2.070 -2.226
H -3.923 4.427 -2.943
H -2.495 5.372 -2.510
H -3.858 5.283 -1.393
H -4.713 1.966 -1.087
H -4.500 3.140 0.216
H -3.659 1.592 0.294
H -0.436 4.212 -0.306
H -1.230 3.173 0.887
H -1.863 4.792 0.568
B 3.766 -2.363 -3.917
C 2.709 -1.441 -3.153
N 1.952 -0.762 -2.603
H 4.609 -2.704 -3.099
H 3.177 -3.330 -4.359
H 4.272 -1.704 -4.807
*
```

Values from the calculation:
Molar mass: 952.61 g/mol

=====

(2)
This record from the OMol25 dataset describes a structure of composition C27H32IrPS3. The level of theory is ωB97M-V/def2-TZVPD.

```
! RIJCOSX wB97M-V def2-TZVPD def2/J DEFGRID3
* xyz 2 1
Ir 0.496 -0.809 -0.680
C 3.141 -2.222 0.640
C 3.458 -2.429 -0.828
S 2.524 -1.247 -1.858
C 1.914 -2.270 -3.226
C 0.881 -3.290 -2.795
S -0.440 -2.581 -1.708
C -0.425 -3.839 -0.396
C 0.860 -3.929 0.408
S 1.371 -2.296 1.048
H 3.435 -1.221 0.964
H 3.681 -2.944 1.253
H 3.246 -3.439 -1.172
H 4.519 -2.238 -0.994
H 2.759 -2.743 -3.726
H 1.493 -1.550 -3.926
H 1.327 -4.124 -2.258
H 0.373 -3.694 -3.670
H -0.677 -4.799 -0.850
H -1.258 -3.554 0.248
H 1.686 -4.383 -0.135
H 0.658 -4.556 1.276
C -1.143 3.465 1.911
C -1.832 2.219 2.403
C -2.562 2.264 3.588
C -3.234 1.151 4.070
C -3.202 -0.048 3.369
C -2.474 -0.122 2.197
C -1.790 0.997 1.719
P -0.871 0.794 0.195
C 0.814 1.462 0.370
C 1.337 2.321 -0.627
C 2.617 2.810 -0.554
C 3.421 2.449 0.528
C 2.923 1.642 1.533
C 1.620 1.139 1.496
C 1.130 0.392 2.705
C -1.861 1.423 -1.155
C -3.057 2.112 -1.003
C -3.949 2.141 -2.067
C -3.680 1.403 -3.211
C -2.481 0.710 -3.355
C -1.522 0.785 -2.356
C -0.140 0.255 -2.494
H -1.676 4.349 2.256
H -1.091 3.516 0.822
H -0.121 3.534 2.296
H -2.612 3.196 4.136
H -3.792 1.223 4.993
H -3.739 -0.911 3.736
H -2.430 -1.054 1.644
H 0.698 2.632 -1.444
H 2.994 3.472 -1.322
H 4.433 2.825 0.596
H 3.542 1.417 2.394
H 1.960 -0.094 3.217
H 0.366 -0.347 2.493
H 0.691 1.106 3.408
H -3.322 2.561 -0.055
H -4.877 2.688 -1.979
H -4.416 1.363 -4.003
H -2.276 0.162 -4.266
H 0.586 1.049 -2.378
H -0.001 -0.293 -3.421
*
```

Values from the calculation:
Molar mass: 675.94 g/mol

=====

no.,lowest unoccupied orbital energy (eV),HOMO level (eV)
1,4.0,-2.12
2,-6.9,-13.93